The following is a DFT calculation (the ωB97M-V functional and the def2-TZVPD basis) of a molecular structure, C10H14F3N2O2Pd.

Geometry as ORCA input:
```
! RIJCOSX wB97M-V def2-TZVPD def2/J DEFGRID3
* xyz 3 1
Pd -0.04594 -0.74812 1.01692
C -1.28604 3.31646 0.42060
C -0.72736 2.01654 -0.05360
O -0.96777 0.97630 0.64834
N -0.04255 1.98416 -1.17736
C 0.40979 0.77682 -1.85662
C 1.65673 0.18337 -1.25459
C 2.89773 0.29820 -1.85175
C 4.01350 -0.27341 -1.25084
C 3.86873 -0.95685 -0.05109
C 2.60960 -1.03221 0.50429
N 1.53864 -0.48838 -0.09680
H -1.81132 3.18210 1.36058
H -1.96554 3.72644 -0.32846
H -0.47245 4.03096 0.56672
H 0.09963 2.86969 -1.64742
H 0.60042 1.03805 -2.89447
H -0.40150 0.04684 -1.85071
H 2.99001 0.83102 -2.78912
H 4.98819 -0.18069 -1.71309
H 4.70879 -1.41150 0.45515
H 2.44761 -1.52960 1.46084
C -2.88636 -0.57617 2.55962
O -1.50728 -1.06782 2.47295
H -3.07091 -0.25194 3.58007
H -3.57614 -1.36942 2.28114
H -2.95829 0.26878 1.88500
H -1.35309 -1.72450 3.16530
F -1.49177 -3.76648 -1.62880
C -2.44061 -3.48539 -0.89121
F -2.58916 -4.08329 0.17761
F -3.23529 -2.59995 -1.21917
*
```

Summary:
**Energy above the lowest of the compared OMol25 structures with the same formula, charge and spin**: 67.3 kcal/mol
**HOMO-LUMO gap**: 0.2706 Ha
**Energy**: -1075.74593 hartree
**LUMO energy**: -12.6 eV
**Max |F|**: 0.63 eV/Å